ORCA calculation (the ωB97M-V functional and the def2-TZVPD basis) on a molecular structure, C10H21N2Pb.

Output
ΔE to the lowest compared entry with this formula, charge and spin ... 42.4 kcal per mole
E_tot ... -695.69987 a.u.
Charge ... -1
Max |F| ... 2.53 eV/Å
E_HOMO (alpha / beta) ... 0.43 / 0.56 eV
Gap between HOMO and LUMO (alpha / beta) ... 0.0857 / 0.0843 Ha

Element x y z (Å)
C 0.183 0.222 -5.471
Pb -0.861 -0.352 -0.928
N 0.471 -2.080 -1.952
H -1.354 1.147 -1.787
H 1.016 0.915 -5.347
H -0.519 0.719 -6.152
H -0.368 -0.024 -4.518
H 0.518 -0.703 -5.966
H 0.227 -3.031 -1.629
H 1.406 -1.808 -1.619
H 0.453 -2.003 -2.968
C -2.975 0.113 1.318
N -1.606 0.372 1.918
C -1.842 0.760 3.347
C -0.507 -0.760 1.850
C 0.828 -0.154 1.439
C 2.032 -0.332 2.139
C 3.193 0.281 1.624
C 3.136 1.118 0.505
C 1.924 1.258 -0.207
C 0.841 0.515 0.216
H -3.427 -0.729 1.858
H -3.041 -0.073 0.224
H -3.582 1.024 1.489
H -1.216 1.206 1.434
H -2.324 -0.083 3.853
H -0.891 0.995 3.820
H -2.511 1.629 3.391
H -0.471 -1.257 2.826
H -0.848 -1.546 1.126
H 2.081 -0.985 3.014
H 4.163 0.060 2.079
H 4.011 1.684 0.170
H 1.859 1.902 -1.093